(1)
Entry from OMol25: C17H24N6O3 as an isolated structure (the ωB97M-V functional and the def2-TZVPD basis).

ORCA input file:
```
! RIJCOSX wB97M-V def2-TZVPD def2/J DEFGRID3
* xyz 0 1
C 1.97 1.48 -1.26
C 2.58 0.32 -2.15
C 0.60 1.52 -0.37
C 0.67 2.68 0.48
C 0.64 4.06 0.36
C 0.60 2.45 1.98
C 0.47 3.77 2.57
C 0.40 1.36 2.91
C 0.10 3.97 4.00
C -0.04 1.50 4.17
C -0.28 2.81 4.71
C 0.78 -1.62 -2.11
C -0.39 -0.45 -2.47
C 0.45 -1.91 -0.59
C 0.16 -3.54 -0.60
C -1.02 -3.92 -1.25
C -3.21 -3.08 -0.16
H 2.56 2.81 -2.60
H 1.22 1.89 -2.91
H 2.78 1.53 -0.60
H 0.55 0.62 0.31
H -0.41 1.46 -0.69
H 0.65 4.67 -0.50
H 0.90 5.56 1.80
H 1.01 0.24 2.59
H 0.26 4.96 4.52
H -0.07 0.40 4.62
H -0.55 3.12 5.75
H 2.74 -1.63 -2.89
H 0.52 -2.35 -2.99
H 1.09 -1.42 0.15
H -0.64 -1.55 -0.37
H 0.41 -3.95 0.46
H 1.07 -4.04 -1.09
H -1.33 -4.92 -0.96
H -0.74 -3.93 -2.23
H -2.95 -3.47 -1.99
H -5.05 -2.79 0.47
H -1.24 -2.30 0.45
H -2.81 -2.15 1.91
H -1.79 -1.73 -2.02
N 1.65 2.44 -2.15
N 0.82 4.66 1.66
N 2.02 -0.93 -2.41
N -2.33 -3.15 -1.26
N -4.42 -3.29 -0.28
N -2.42 -2.66 0.99
O 3.74 0.59 -2.55
O -0.05 0.63 -3.00
O -1.65 -0.75 -2.38
*
```

The energy above the lowest of the compared OMol25 structures with the same formula, charge and spin is 1024.7 kJ/mol. The value obtained for the LUMO energy is 0.158 eV. The HOMO-LUMO gap comes out at 8.107 eV. The HOMO energy comes out at -7.949 eV.

Löwdin atomic charge list, values in e, 5 entries: -0.308 -0.373 -0.112 -0.178 0.020

***

(2)
Entry from OMol25: C17H25AlBF9N3O6 as an isolated structure (the ωB97M-V functional and the def2-TZVPD basis).

ORCA input file:
```
! RIJCOSX wB97M-V def2-TZVPD def2/J DEFGRID3
* xyz -1 1
C 5.00 3.74 1.56
N 3.77 4.25 0.85
C 2.54 3.39 1.19
Al 2.35 2.02 -0.31
O 0.59 1.44 -0.83
C 0.43 -0.02 -0.52
C -0.73 -0.43 -1.61
C -2.00 0.59 -1.72
C -3.40 -0.32 -1.68
C -4.71 0.60 -1.28
N -5.61 -0.16 -0.32
C -7.05 0.37 -0.40
C -5.19 0.00 1.12
C -5.73 -1.14 2.21
O -4.43 0.97 1.63
B -0.25 0.10 1.01
O -1.23 -0.98 1.35
O 0.09 1.15 2.00
C -0.23 0.64 3.37
C 1.90 -0.82 -0.58
N 1.93 -1.82 0.56
C 1.34 -3.01 0.25
O 0.80 -4.20 -0.09
C 2.42 -1.22 -2.07
F 1.58 -2.25 -2.79
F 2.24 0.02 -2.92
C 3.99 -1.63 -2.24
F 4.96 -0.50 -1.97
F 4.16 -1.84 -3.74
C 4.47 -3.05 -1.60
F 3.50 -4.18 -1.74
F 5.66 -3.48 -2.43
C 4.99 -3.04 -0.06
F 4.94 -1.76 0.67
F 6.44 -3.48 -0.04
F 4.27 -4.11 0.74
O 2.83 0.22 -0.04
H 4.76 2.93 2.37
H 5.80 3.26 0.82
H 5.54 4.68 2.06
H 3.61 5.24 1.17
H 2.57 2.96 2.28
H 1.62 4.16 1.13
H 2.98 2.48 -1.69
H -1.09 -1.53 -1.33
H -0.26 -0.49 -2.71
H -1.99 1.07 -2.81
H -2.01 1.49 -0.98
H -3.24 -1.25 -0.99
H -3.60 -0.70 -2.79
H -4.41 1.68 -0.88
H -5.33 0.78 -2.27
H -7.70 -0.31 -1.11
H -7.53 0.44 0.68
H -7.02 1.46 -0.83
H -6.26 -0.63 3.14
H -4.83 -1.80 2.57
H -6.54 -1.82 1.68
H -0.73 -1.80 1.67
H 0.04 1.51 4.15
H -1.40 0.48 3.51
H 0.36 -0.35 3.61
*
```

The value obtained for the LUMO energy is 2.106 eV. The HOMO-LUMO gap comes out at 7.062 eV. The HOMO energy comes out at -4.956 eV.

Löwdin atomic charge list, values in e, 5 entries: -0.197 -0.242 -0.287 0.316 -0.246

***

(3)
Entry from OMol25: C17H25AsN6O8P2Pt as an isolated structure (the ωB97M-V functional and the def2-TZVPD basis).

ORCA input file:
```
! RIJCOSX wB97M-V def2-TZVPD def2/J DEFGRID3
* xyz 0 5
Pt -0.71 0.61 -0.02
O -1.54 4.73 1.74
P -0.88 3.57 0.84
O 0.41 4.06 0.35
O -1.02 2.25 1.57
O -1.88 3.43 -0.44
P -3.20 2.51 -0.39
O -3.99 2.74 -1.76
O -4.04 3.03 0.76
O -2.75 1.11 -0.59
H -2.44 4.47 1.91
H -4.75 3.35 -1.69
N -1.93 -1.36 -3.98
C -1.91 -0.40 -3.08
N -0.96 -0.53 -2.24
C -0.26 -1.59 -2.82
N -0.79 -2.08 -3.86
C 0.98 -2.15 -2.30
C 1.04 -2.57 -0.96
N 2.12 -3.06 -0.39
C 3.23 -3.14 -1.21
C 3.17 -2.73 -2.51
N 2.05 -2.26 -3.09
H -2.56 -1.51 -4.76
H -2.72 0.39 -3.05
H 0.14 -2.37 -0.37
H 4.20 -3.43 -0.78
H 4.09 -2.70 -3.10
C 2.90 -0.87 2.27
C 3.37 -0.02 1.14
C 4.69 0.34 1.01
C 5.15 1.04 -0.08
C 4.29 1.64 -0.99
C 2.94 1.38 -0.91
C 1.94 1.83 -1.93
C 2.46 0.54 0.17
N 1.18 0.41 0.31
H 2.62 -1.87 1.83
H 2.01 -0.49 2.82
H 3.68 -1.00 3.05
H 5.37 0.17 1.86
H 6.19 1.37 0.02
H 4.71 2.11 -1.86
H 2.41 2.59 -2.56
H 1.01 2.24 -1.42
H 1.56 1.00 -2.50
C -3.07 0.50 3.04
As -2.46 -1.15 2.19
C -4.00 -1.54 1.08
C -2.09 -2.54 3.36
O -1.05 -0.95 1.34
H -3.73 0.85 2.21
H -2.40 1.29 3.37
H -3.73 0.22 3.91
H -3.84 -2.28 0.23
H -4.34 -0.60 0.70
H -4.79 -1.88 1.75
H -2.98 -3.13 3.63
H -1.60 -2.26 4.29
H -1.47 -3.31 2.91
*
```

The energy above the lowest of the compared OMol25 structures with the same formula, charge and spin is 27.6 kJ/mol. The value obtained for the LUMO energy (spin up / spin down) is -0.035 / -1.328 eV. The HOMO-LUMO gap (spin up / spin down) comes out at 7.984 / 7.704 eV. As for the expectation value of S²: 6.07. The HOMO energy (spin up / spin down) comes out at -8.019 / -9.032 eV.

Löwdin atomic charge list, values in e, 5 entries: 1.268 -0.100 0.140 -0.282 -0.400

***

(4)
Entry from OMol25: a 3-piece molecular cluster, C17H25BF6NO5 overall (the ωB97M-V functional and the def2-TZVPD basis).

ORCA input file:
```
! RIJCOSX wB97M-V def2-TZVPD def2/J DEFGRID3
* xyz 1 1
C 3.47 -2.62 1.20
B 3.63 -1.14 0.66
O 3.97 -0.90 -0.62
N 3.35 -0.01 1.65
C 2.73 1.23 1.03
C 1.23 1.02 1.03
C 0.56 1.07 2.24
C -0.80 0.85 2.30
C -1.48 0.60 1.11
C -2.99 0.41 1.20
C -0.81 0.56 -0.09
C 0.55 0.78 -0.14
H 3.76 -2.61 2.26
H 2.39 -2.85 1.14
H 4.05 -3.34 0.62
H 3.59 -1.61 -1.15
H 2.71 -0.39 2.35
H 4.21 0.22 2.17
H 3.11 1.36 0.01
H 2.98 2.12 1.61
H 1.16 1.29 3.12
H -1.29 0.89 3.26
H -3.32 0.92 2.11
H -3.40 0.89 0.31
H -3.26 -0.65 1.23
H -1.34 0.36 -1.02
H 1.13 0.77 -1.06
C -8.79 4.06 2.60
C -7.54 4.86 2.32
O -6.51 4.55 3.28
C -5.80 3.46 3.05
O -5.94 2.71 2.12
C -4.72 3.31 4.13
F -5.20 3.54 5.35
F -3.72 4.18 3.93
F -4.17 2.09 4.15
H -9.12 4.22 3.63
H -9.59 4.36 1.93
H -8.62 2.99 2.48
H -7.74 5.92 2.43
H -7.18 4.69 1.31
C 5.90 -2.32 -4.53
C 5.55 -3.71 -4.03
O 4.26 -4.12 -4.51
C 4.23 -4.61 -5.75
O 5.17 -4.74 -6.47
C 2.80 -5.05 -6.10
F 1.90 -4.13 -5.73
F 2.49 -6.19 -5.47
F 2.66 -5.25 -7.40
H 5.11 -1.61 -4.27
H 6.84 -1.98 -4.10
H 5.99 -2.31 -5.62
H 5.49 -3.70 -2.94
H 6.32 -4.44 -4.30
*
```

The energy above the lowest of the compared OMol25 structures with the same formula, charge and spin is 0.0 kJ/mol. The value obtained for the LUMO energy is -3.179 eV. The HOMO-LUMO gap comes out at 9.279 eV. The HOMO energy comes out at -12.458 eV.

Löwdin atomic charge list, values in e, 5 entries: 0.030 -0.489 0.206 0.174 -0.060

***

(5)
Entry from OMol25: C17H25BiCl3NO6P2S2 as an isolated structure (the ωB97M-V functional and the def2-TZVPD basis).

ORCA input file:
```
! RIJCOSX wB97M-V def2-TZVPD def2/J DEFGRID3
* xyz -2 1
Bi -0.57 -0.33 1.93
C 1.69 4.48 -2.85
C 1.34 4.02 -1.46
C 1.77 2.79 -0.98
C 1.47 2.38 0.30
C 0.73 3.20 1.12
C 0.28 4.43 0.66
C 0.59 4.83 -0.62
S 0.41 2.66 2.83
O 0.20 3.88 3.59
O 1.57 1.88 3.21
N -0.87 1.71 2.91
C -2.09 2.29 2.43
C -2.12 2.25 0.89
O -2.72 3.10 0.25
O -1.46 1.28 0.38
H 2.58 3.98 -3.22
H 1.84 5.56 -2.88
H 0.86 4.25 -3.52
H 2.37 2.14 -1.62
H 1.83 1.44 0.69
H -0.29 5.06 1.33
H 0.25 5.79 -0.99
H -2.20 3.31 2.79
H -2.92 1.68 2.80
C 0.90 -4.69 -0.19
P 0.40 -2.90 -0.25
C 2.10 -2.20 -0.25
C 0.11 -2.93 -2.11
C -0.01 -1.51 -2.62
P -0.70 -0.42 -1.25
C -1.05 0.99 -2.40
C -2.39 -1.12 -1.15
H 1.64 -4.92 -0.96
H 0.02 -5.32 -0.34
H 1.33 -4.93 0.78
H 2.73 -2.68 -1.00
H 2.51 -2.39 0.74
H 2.05 -1.13 -0.41
H -0.84 -3.45 -2.25
H 0.88 -3.49 -2.65
H -0.60 -1.45 -3.54
H 0.99 -1.11 -2.83
H -1.63 0.65 -3.26
H -0.10 1.40 -2.74
H -1.60 1.76 -1.86
H -2.73 -1.42 -2.15
H -3.04 -0.36 -0.74
H -2.39 -1.99 -0.49
Cl -0.10 -6.51 2.81
C -0.54 -4.81 3.04
Cl -1.31 -4.64 4.62
Cl -1.69 -4.34 1.79
C 0.81 -3.89 3.06
O 1.66 -4.30 3.82
O 0.76 -2.92 2.30
S -2.70 -1.04 2.52
*
```

The energy above the lowest of the compared OMol25 structures with the same formula, charge and spin is 57.7 kJ/mol. The value obtained for the LUMO energy is 4.352 eV. The HOMO-LUMO gap comes out at 6.648 eV. The HOMO energy comes out at -2.296 eV.

Löwdin atomic charge list, values in e, 5 entries: 1.239 -0.063 -0.287 -0.053 -0.073

***

Result set for molar mass: 360.42; 576.18; 773.37; 448.19; 780.81 g/mol, one per record in the order listed.